[1]
35
Properties=species:S:1:pos:R:3:lowdin_charge:R:1 method="wB97M-V/def2-TZVPD" charge=+1 largest_force_ha_per_bohr=0.041 multiplicity=2 total_energy_ev=-24944.20111 lumo_ha="-0.1164 / -0.3904" e_homo_ev="-14.52 / -14.51" s2=0.756 homo_lumo_gap_ev="11.3 / 3.9"
O -1.7024 2.2708 -2.2091 0.109
C -1.6281 2.5436 -1.0334 -0.529
O -0.6456 3.3454 -0.5782 0.090
C -2.4460 1.9545 0.0495 0.031
H -0.1087 3.5995 -1.3099 0.127
H -2.2389 0.8881 0.1313 0.071
H -3.5190 1.9638 -0.0977 0.109
H -2.2873 2.4301 1.0124 0.097
H -0.1635 -3.2852 2.1158 0.057
H 0.4899 -2.0483 2.5477 -0.001
O -0.1254 -2.6924 2.8877 -0.019
H 0.4954 -2.6841 -0.4871 -0.006
H -0.2287 -4.0296 -0.1063 0.075
O 0.4102 -3.3797 0.2001 -0.070
H 2.9599 0.7136 -1.8567 0.082
H 1.5889 1.0238 -1.0735 0.019
O 2.1610 0.3441 -1.4683 -0.051
H 1.4707 -1.3063 -2.2205 0.039
H 0.0127 -1.2630 -1.9552 0.006
O 0.7408 -1.9180 -2.0082 -0.076
H -2.0844 -1.0591 -2.8063 0.078
H -1.8274 0.2829 -2.2038 0.029
O -1.6771 -0.6666 -2.0274 -0.045
H 2.2621 -2.3664 0.5177 0.075
H 2.5368 -0.9223 0.3382 0.043
O 2.4449 -1.5695 1.0483 -0.002
H -0.9641 -0.9533 1.1778 0.081
H -1.2036 -1.4696 2.6151 0.051
O -1.1291 -0.6510 2.0883 0.003
H 1.6466 -0.5192 2.1303 0.079
H 0.2804 0.2387 2.5876 0.118
O 1.2721 0.3704 2.4125 0.251
H 0.5416 2.6205 0.5337 0.057
H 1.4594 1.2959 0.9660 0.014
O 1.3177 2.0569 0.3795 0.009

***

[2]
16
Properties=species:S:1:pos:R:3:lowdin_charge:R:1 method="wB97M-V/def2-TZVPD" largest_force_ha_per_bohr=0.055 e_above_lowest_kj_mol=145.6 total_energy_ev=-7393.25630 smiles=CC[C@@]1(C)CO1 lumo_ha=0.0367 e_homo_ev=-9.94 homo_lumo_gap_ev=10.9
C -1.2230 0.5689 1.3694 -0.120
C -1.1195 -0.1799 0.1038 -0.203
C 0.3332 -0.2352 -0.4311 -0.468
C 1.1486 0.9814 -0.7128 -0.016
C 0.9548 -1.5307 -0.4704 -0.122
O 0.1886 -1.1189 -1.5711 -0.044
H -0.8379 1.5692 1.1898 0.071
H -0.5564 0.0975 2.0868 0.082
H -2.2381 0.6308 1.7541 0.078
H -1.8307 0.2769 -0.5958 0.124
H -1.5062 -1.1897 0.2696 0.118
H 0.5655 1.7661 -1.1964 0.089
H 1.5754 1.4405 0.1804 0.086
H 1.9944 0.7991 -1.3835 0.092
H 0.5531 -2.3807 0.0604 0.118
H 2.0146 -1.5123 -0.6838 0.115

***

[3]
51
Properties=species:S:1:pos:R:3:lowdin_charge:R:1 method="wB97M-V/def2-TZVPD" charge=+1 largest_force_ha_per_bohr=0.020 multiplicity=3 e_above_lowest_kj_mol=98.7 total_energy_ev=-70915.95168 lumo_ha="-0.0981 / -0.1848" e_homo_ev="-12.18 / -12.18" s2=2.005 homo_lumo_gap_ev="9.5 / 7.2"
Pd -0.3212 -0.3916 -0.3343 1.012
O 1.1476 4.7441 -2.5480 0.144
C 0.7621 4.8994 -1.2852 -0.488
O 0.8437 5.9464 -0.7119 0.107
C 0.1519 3.7023 -0.6110 -0.024
C -0.3616 3.6969 0.6763 -0.547
Cl -0.3703 4.9394 1.8167 0.883
N -0.8590 2.4627 0.9516 -0.019
N -0.6456 1.6644 -0.1159 0.036
C -0.0402 2.3849 -1.0423 -0.115
C 0.3685 1.6373 -2.2679 -0.516
O 0.8340 2.2176 -3.2283 0.113
O 0.2227 0.3443 -2.2007 -0.172
C -1.5436 1.9352 2.1098 -0.166
C -1.3989 0.5879 2.4058 -0.035
C -2.0505 0.0261 3.4864 -0.057
C -2.8542 0.8217 4.2916 -0.060
C -3.0167 2.1620 3.9794 -0.049
C -2.3757 2.7259 2.8840 -0.030
H 0.9658 3.8369 -2.8863 0.060
H -0.7885 -0.0275 1.7560 0.055
H -1.9330 -1.0283 3.6969 0.113
H -3.3625 0.3945 5.1451 0.114
H -3.6621 2.7844 4.5841 0.117
H -2.5462 3.7608 2.6385 0.086
C -3.9209 -1.9317 -2.7175 -0.237
S -2.4395 -1.0105 -2.4017 0.931
C -1.2662 -2.1762 -3.0707 -0.240
O -2.2697 -1.1206 -0.8443 -0.626
H -3.9631 -2.7529 -2.0010 0.075
H -3.8871 -2.2962 -3.7406 0.065
H -4.7720 -1.2677 -2.5874 0.065
H -1.6525 -2.5919 -3.9980 0.066
H -1.1575 -2.9642 -2.3232 0.068
H -0.3333 -1.6498 -3.2580 0.040
C 4.6568 -2.6172 -1.1950 -0.113
C 4.0276 -1.5319 -0.3300 -0.377
S 2.2600 -1.4561 -0.5749 0.961
O 1.7768 -0.1819 0.1789 -0.575
C 1.7583 -2.8370 0.4723 -0.392
C 1.9498 -2.6027 1.9626 -0.109
H 5.7366 -2.5947 -1.0579 0.090
H 4.4496 -2.4559 -2.2523 0.083
H 4.3175 -3.6166 -0.9228 0.071
H 4.3638 -0.5344 -0.6187 0.105
H 4.2109 -1.6620 0.7355 0.092
H 2.3105 -3.6998 0.0941 0.091
H 0.7076 -3.0123 0.2239 0.070
H 2.9880 -2.7190 2.2677 0.079
H 1.3629 -3.3378 2.5124 0.088
H 1.6187 -1.6066 2.2558 0.069